Record 1
DFT (the ωB97M-V functional and the def2-TZVPD basis) results for a single C4H7NO2 molecule.

Geometry as ORCA input:
```
! RIJCOSX wB97M-V def2-TZVPD def2/J DEFGRID3
* xyz 0 1
C -0.5814 0.2744 1.3202
C 0.1640 -0.3786 0.1811
C -0.4626 -0.8778 -1.1316
C -0.8017 0.4978 -1.6337
O -1.8784 0.9804 -1.3664
N 1.4404 -0.4211 0.0978
O 2.0800 0.1106 1.2002
H -0.3028 -0.2376 2.2452
H -0.3000 1.3275 1.4672
H -1.6620 0.2396 1.1751
H -1.3921 -1.4607 -1.1565
H 0.3269 -1.4486 -1.6295
H 0.0392 1.1024 -2.0295
H 2.9998 -0.1246 1.0165
*
```

Computed properties:
- energy above the lowest of the compared OMol25 structures with the same formula, charge and spin (kJ/mol) = 285.66
- structure (SMILES) = C/C(CC=O)=N\O
- E (a.u.) = -361.77205
- LUMO (eV) = 0.81
- largest force on an atom (Eh/bohr) = 0.0166
- HOMO level (eV) = -9.601

Record 2
DFT (the ωB97M-V functional and the def2-TZVPD basis) results for a single C6H9N molecule.

Geometry as ORCA input:
```
! RIJCOSX wB97M-V def2-TZVPD def2/J DEFGRID3
* xyz 0 1
C -0.8471 -0.4530 -2.4463
N -0.4315 0.2703 -1.2663
C -0.8958 -0.1777 -0.1887
C -0.3771 0.2125 1.1333
C 0.4912 1.4291 1.0288
C 1.6133 0.7508 1.2407
C 0.9413 -0.5714 1.5075
H 0.0369 -0.9212 -2.8816
H -1.2467 0.2589 -3.1582
H -1.5798 -1.2687 -2.3089
H -1.6590 -0.9539 -0.1600
H -1.1583 0.1546 1.8963
H 0.2999 2.4623 0.7890
H 2.6237 1.0953 1.3288
H 1.2409 -1.4459 0.9088
H 0.9541 -0.8316 2.5690
*
```

Computed properties:
- energy above the lowest of the compared OMol25 structures with the same formula, charge and spin (kJ/mol) = 248.07
- structure (SMILES) = C/N=C/[C@@H]1C=CC1
- E (a.u.) = -288.68756
- LUMO (eV) = 1.20
- largest force on an atom (Eh/bohr) = 0.0130
- HOMO level (eV) = -9.329

Record 3
DFT (the ωB97M-V functional and the def2-TZVPD basis) results for 5 unconnected molecules or ions with the total composition C26H23N6O12P.

Geometry as ORCA input:
```
! RIJCOSX wB97M-V def2-TZVPD def2/J DEFGRID3
* xyz 0 1
O 4.6732 4.6440 4.6377
N 4.3083 4.2455 5.7255
O 4.6697 4.7119 6.7854
C 3.3660 3.1197 5.7592
C 2.9614 2.5419 4.5691
C 2.0893 1.4661 4.6022
C 1.6292 0.9832 5.8198
C 2.0364 1.5788 7.0067
C 2.9106 2.6536 6.9798
H 3.3177 2.9155 3.6204
H 1.7719 1.0015 3.6801
H 0.9524 0.1387 5.8438
H 1.6747 1.2024 7.9539
H 3.2279 3.1131 7.9044
O -1.6625 2.6385 -1.5282
N -0.5789 2.2522 -1.1383
O -0.2009 1.1009 -1.1796
C 0.3416 3.2419 -0.5668
C -0.0595 4.5620 -0.4617
C 0.8064 5.4855 0.1015
C 2.0587 5.0837 0.5478
C 2.4512 3.7572 0.4267
C 1.5897 2.8278 -0.1330
H -1.0330 4.8773 -0.8075
H 0.5038 6.5194 0.1958
H 2.7308 5.8063 0.9925
H 3.4281 3.4471 0.7722
H 1.8969 1.7950 -0.2234
O 2.8870 -4.6918 -2.5837
N 1.9804 -3.8961 -2.6081
O 1.3690 -3.5172 -1.6149
C 1.5759 -3.3430 -3.9007
C 2.2180 -3.7724 -5.0496
C 1.8170 -3.2633 -6.2727
C 0.7873 -2.3329 -6.3351
C 0.1593 -1.9046 -5.1733
C 0.5528 -2.4109 -3.9465
H 3.0189 -4.4959 -5.0038
H 2.3049 -3.5937 -7.1793
H 0.4726 -1.9409 -7.2936
H -0.6400 -1.1784 -5.2244
H 0.0597 -2.0772 -3.0449
O -3.3761 -3.1385 -2.6557
N -4.4445 -3.3635 -2.1200
O -4.8648 -4.4689 -1.8613
C -5.2816 -2.2106 -1.7651
C -4.8430 -0.9353 -2.0772
C -5.6440 0.1494 -1.7600
C -6.8672 -0.0499 -1.1340
C -7.2897 -1.3346 -0.8184
C -6.4945 -2.4240 -1.1348
H -3.8916 -0.7767 -2.5637
H -5.3153 1.1506 -2.0033
H -7.4937 0.7988 -0.8917
H -8.2413 -1.4870 -0.3279
H -6.8264 -3.4223 -0.8903
O 3.3015 -3.5672 0.9270
C 3.2158 -2.6034 0.3092
N 3.1032 -1.4077 -0.0259
O 1.7438 -0.9977 -0.0539
C 1.2047 -0.9478 1.1884
O 1.8287 -0.7884 2.1892
N -0.1948 -1.0362 1.2270
P -0.7177 -2.5369 0.5060
O -1.2612 -3.4441 1.5370
H -0.4668 -1.0389 2.2031
H -1.6661 -2.2352 -0.4973
H 0.3593 -3.1766 -0.1619
*
```

Computed properties:
- structure (SMILES) = O=[N+]([O-])c1ccccc1.O=[N+]([O-])c1ccccc1.O=[N+]([O-])c1ccccc1.O=[N+]([O-])c1ccccc1.O=C=NOC(=O)N[PH2]=O
- E (a.u.) = -2576.92258
- LUMO (eV) = -0.97
- largest force on an atom (Eh/bohr) = 0.0465
- HOMO level (eV) = -9.986

Record 4
DFT (the ωB97M-V functional and the def2-TZVPD basis) results for 3 unconnected molecules or ions with the total composition C4H12O2.

Geometry as ORCA input:
```
! RIJCOSX wB97M-V def2-TZVPD def2/J DEFGRID3
* xyz 0 1
C -0.2554 -0.4313 -2.0153
C -0.3202 -0.3251 -0.5348
C 0.4474 0.3748 0.2893
C 0.2252 0.3437 1.7869
H -1.2408 -0.2710 -2.4480
H 0.2087 -1.3593 -2.3496
H 0.3458 0.3833 -2.4272
H -1.0801 -0.8893 0.0111
H 1.3348 0.8669 -0.0957
H 0.3327 -0.6715 2.1682
H 0.9726 0.9731 2.2785
H -0.7450 0.7591 2.0686
O -2.6619 1.4845 -1.1236
H -2.0725 1.3065 -0.3735
H -3.1730 2.2674 -0.8803
O 2.5210 -1.9547 1.0518
H 2.4963 -1.0995 0.6110
H 2.6643 -1.7576 1.9825
*
```

Computed properties:
- energy above the lowest of the compared OMol25 structures with the same formula, charge and spin (kJ/mol) = 66.34
- structure (SMILES) = C/C=C/C.O.O
- E (a.u.) = -310.04766
- LUMO (eV) = 0.79
- largest force on an atom (Eh/bohr) = 0.0158
- HOMO level (eV) = -9.455

Record 5
DFT (the ωB97M-V functional and the def2-TZVPD basis) results for 2 unconnected molecules or ions with the total composition C18H18N2.

Geometry as ORCA input:
```
! RIJCOSX wB97M-V def2-TZVPD def2/J DEFGRID3
* xyz -1 2
C 2.6855 -2.6915 1.4983
C 1.4185 -0.4012 -1.1094
C 1.3166 -1.6329 -0.4413
C 2.2677 -1.5410 0.6135
C 2.8957 -0.3264 0.5744
C 0.6198 -0.0386 -2.2078
C -0.3321 -1.0237 -2.6094
C 0.2303 -2.5360 -0.7416
C -0.5336 -2.1791 -1.8866
N 2.3190 0.4068 -0.4645
H 2.4850 1.3827 -0.6208
H 0.6080 0.9364 -2.6674
H 3.7389 0.0076 1.1619
H -0.9777 -0.8465 -3.4545
H 0.2912 -3.5316 -0.3146
H 1.9595 -3.4896 1.3459
H 2.7299 -2.4006 2.5492
H -1.3983 -2.7922 -2.0998
H 3.5771 -3.1700 1.1124
C 0.6411 1.4482 2.3810
C -2.2710 0.7166 0.1795
C -1.2422 1.5861 0.6132
C -0.5234 0.8835 1.6434
C -1.1760 -0.2834 1.8442
C -3.0606 1.0185 -0.9204
C -2.8933 2.2279 -1.5690
C -1.0034 2.7289 -0.1583
C -1.8265 3.0730 -1.2069
N -2.2514 -0.3935 0.9775
H -2.5893 -1.2988 0.6991
H -3.8943 0.3874 -1.2281
H -1.0113 -1.0803 2.5443
H -3.4983 2.4336 -2.4385
H -0.3760 3.4860 0.2948
H 1.5872 1.0293 2.0108
H 0.6044 1.3110 3.4598
H -1.8006 4.0528 -1.6642
H 0.6839 2.5402 2.2998
*
```

Computed properties:
- energy above the lowest of the compared OMol25 structures with the same formula, charge and spin (kJ/mol) = 34.45
- E (a.u.) = -806.18614
- LUMO (spin up / spin down) (eV) = 3.45 / 3.39
- ⟨S²⟩ = 0.77
- largest force on an atom (Eh/bohr) = 0.0325
- HOMO level (spin up / spin down) (eV) = 0.425 / -2.946

Record 6
DFT (the ωB97M-V functional and the def2-TZVPD basis) results for a molecular structure, C37H34AsCl3NOTc.

Geometry as ORCA input:
```
! RIJCOSX wB97M-V def2-TZVPD def2/J DEFGRID3
* xyz -1 4
Tc 0.5132 2.1640 -0.7461
Cl 0.0678 9.6014 -1.7796
C 0.4462 7.9338 -1.3884
C -0.2308 6.9134 -2.0225
C 0.0775 5.6043 -1.7083
Cl -0.7981 4.3319 -2.5187
C 1.0594 5.2392 -0.7650
O 1.3711 4.0163 -0.4650
C 1.7083 6.3311 -0.1508
Cl 2.9290 5.9803 1.0341
C 1.4187 7.6474 -0.4469
H -0.9941 7.1289 -2.7585
H 1.9521 8.4438 0.0566
C -6.1084 -2.8964 1.2265
C -4.6883 -2.5556 0.8483
C -3.6163 -2.9528 1.6243
C -2.2934 -2.6194 1.3072
C -1.2415 -3.1362 2.2665
C -2.0275 -1.8595 0.1598
As -0.3061 -1.1538 -0.5596
N -0.5515 0.5779 -0.0174
C -1.1212 1.0503 1.1634
C -1.5655 2.3886 1.1625
C -2.0246 3.0107 2.3215
C -2.1146 2.3044 3.5076
C -1.7230 0.9641 3.5132
C -1.2297 0.3485 2.3756
C 1.0951 -2.0199 0.5317
C 2.0077 -1.3942 1.3894
C 2.0637 0.0996 1.6222
C 2.9617 -2.1835 2.0448
C 3.0710 -3.5488 1.8396
C 4.1008 -4.3792 2.5645
C 2.2173 -4.1322 0.9108
C 1.2478 -3.3943 0.2490
C 0.3884 -4.1077 -0.7750
C -3.1181 -1.4601 -0.6523
C -2.9675 -0.6346 -1.9162
C -4.4127 -1.8109 -0.2917
H -6.1384 -3.5508 2.0990
H -6.6273 -3.4004 0.4072
H -6.6778 -1.9944 1.4651
H -3.8007 -3.5307 2.5276
H -1.6599 -3.1910 3.2735
H -0.3425 -2.5264 2.3039
H -0.9243 -4.1469 1.9886
H -1.6160 2.9366 0.2173
H -2.3413 4.0455 2.2764
H -2.4871 2.7779 4.4069
H -1.7875 0.3897 4.4306
H -0.8955 -0.6799 2.4214
H 1.9782 0.6417 0.6832
H 3.0218 0.3655 2.0711
H 1.2723 0.4522 2.2867
H 3.6547 -1.6934 2.7233
H 4.6693 -3.7732 3.2707
H 4.8082 -4.8323 1.8657
H 3.6305 -5.1925 3.1220
H 2.3108 -5.1930 0.6890
H 0.6467 -5.1666 -0.8150
H 0.5359 -3.6846 -1.7721
H -0.6788 -4.0344 -0.5557
H -2.1938 -1.0228 -2.5771
H -2.6887 0.3936 -1.6851
H -3.9095 -0.6232 -2.4650
H -5.2337 -1.4881 -0.9277
C 1.4673 1.3584 -2.0222
C 2.2264 0.7531 -3.0292
C 3.4305 1.3515 -3.5027
C 4.1699 0.7581 -4.5053
C 3.7753 -0.4540 -5.0820
C 2.6014 -1.0573 -4.6202
C 1.8368 -0.4815 -3.6266
H 3.7529 2.2861 -3.0591
H 5.0808 1.2410 -4.8429
H 4.3631 -0.9125 -5.8655
H 2.2765 -1.9983 -5.0526
H 0.9293 -0.9633 -3.2803
*
```

Computed properties:
- energy above the lowest of the compared OMol25 structures with the same formula, charge and spin (kJ/mol) = 0.00
- E (a.u.) = -5257.46372
- LUMO (spin up / spin down) (eV) = 2.48 / 2.47
- ⟨S²⟩ = 3.83
- largest force on an atom (Eh/bohr) = 0.0210
- HOMO level (spin up / spin down) (eV) = -2.366 / -4.571